Model a:
Entry from the OMol25 dataset: a gas-phase ion, C5H11N (charge -1) (ωB97M-V/def2-TZVPD).

XYZ file:
```
17
C5H11N | the OMol25 dataset | ωB97M-V/def2-TZVPD
C 1.701 -0.349 1.663
C 1.620 0.246 0.297
C 0.276 -0.270 -0.305
C -0.796 0.241 0.614
N -1.515 -0.417 -0.543
C -1.659 0.522 -1.630
H 2.177 -1.331 1.721
H 0.728 -0.508 2.043
H 2.372 0.197 2.418
H 1.565 1.341 0.243
H 2.439 0.013 -0.440
H 0.354 -1.398 -0.267
H 0.510 0.085 -1.490
H -1.130 -0.447 1.470
H -1.188 1.557 -1.545
H -1.431 0.052 -2.603
H -2.640 1.020 -1.579
```

The spin multiplicity is 2. The HOMO energy (alpha / beta) comes out at -1.38 / -1.77 eV. The expectation value of S² is 0.76. For the gap between HOMO and LUMO (alpha / beta), the calculation gives 5.892 / 6.272 eV. As for the net charge: -1.

Atomic partial charges in e from the natural (NBO) method, atoms 1 to 8:
1 C -0.62
2 C -0.41
3 C -0.42
4 C -0.51
5 N -0.45
6 C -0.48
7 H 0.18
8 H 0.23

Model b:
Entry from the OMol25 dataset: 2 unconnected molecules or ions with the total composition C5H11N (ωB97M-V/def2-TZVPD).

XYZ file:
```
17
C5H11N | the OMol25 dataset | ωB97M-V/def2-TZVPD
C -2.099 3.675 0.270
C -1.950 2.564 -0.751
C -1.299 2.803 -1.880
H -1.988 3.284 1.278
H -3.113 4.040 0.133
H -1.376 4.453 0.061
H -2.277 1.582 -0.429
H -1.117 2.018 -2.598
H -0.796 3.754 -2.019
C 1.497 -4.269 1.220
C 2.544 -2.472 0.123
N 1.434 -3.203 0.291
H 1.392 -3.968 2.289
H 0.690 -4.989 1.038
H 2.460 -4.829 1.160
H 2.453 -1.500 -0.350
H 3.544 -2.945 0.164
```

The spin multiplicity is 2. The HOMO energy (alpha / beta) comes out at 0.79 / -2.52 eV. The expectation value of S² is 0.75. For the gap between HOMO and LUMO (alpha / beta), the calculation gives 2.386 / 5.692 eV. As for the net charge: -1.

Atomic partial charges in e from the natural (NBO) method, atoms 1 to 8:
1 C -0.64
2 C -0.16
3 C -0.42
4 H 0.21
5 H 0.21
6 H 0.21
7 H 0.21
8 H 0.20

Preferred: model b; penalty for the next structure: 69.7 kcal/mol.

Model a:
Entry from the OMol25 dataset: C4H4N2S2 in the gas phase (ωB97M-V/def2-TZVPD).

XYZ file:
```
12
C4H4N2S2 | the OMol25 dataset | ωB97M-V/def2-TZVPD
C 1.642 2.040 -0.138
C 1.870 0.845 -0.139
C 2.214 -0.567 -0.079
S 3.755 -1.080 -0.143
S 0.883 -1.744 -0.043
C -0.598 -0.724 0.178
N -1.668 -1.100 -0.349
N -2.753 -0.281 -0.218
H 1.518 3.072 -0.129
H -0.476 0.163 0.773
H -3.602 -0.830 -0.386
H -2.782 0.206 0.674
```

The HOMO energy comes out at -8.80 eV. As for the SMILES: C#CC(=S)S/C=N/N. For the gap between HOMO and LUMO, the calculation gives 7.851 eV.

Atomic partial charges in e from the natural (NBO) method, atoms 1 to 8:
1 C -0.15
2 C -0.08
3 C -0.38
4 S 0.09
5 S 0.37
6 C -0.13
7 N -0.22
8 N -0.63

Model b:
Entry from the OMol25 dataset: 2 unconnected molecules or ions with the total composition C4H4N2S2 (ωB97M-V/def2-TZVPD).

XYZ file:
```
12
C4H4N2S2 | the OMol25 dataset | ωB97M-V/def2-TZVPD
C 0.656 -1.188 -0.065
C 1.935 -0.719 -0.213
C -2.060 1.763 -0.201
C 0.535 0.684 1.202
N -1.034 2.220 -0.126
N -0.165 -0.347 0.716
S 2.178 0.699 0.735
S -1.783 -0.524 0.900
H 0.078 -2.145 -0.246
H 2.816 -1.202 -0.465
H -3.008 1.421 -0.320
H 0.194 0.970 2.177
```

The HOMO energy (alpha / beta) comes out at -7.83 / -7.83 eV. For the gap between HOMO and LUMO (alpha / beta), the calculation gives 7.910 / 7.909 eV.

Atomic partial charges in e from the natural (NBO) method, atoms 1 to 8:
1 C -0.02
2 C -0.43
3 C 0.10
4 C -0.12
5 N -0.40
6 N -0.44
7 S 0.48
8 S -0.15

Preferred: model b; penalty for the next structure: 16.4 kcal/mol.

Model a:
Entry from the OMol25 dataset: a molecular structure, C5H8LiO4Tl (ωB97M-V/def2-TZVPD).

XYZ file:
```
19
C5H8LiO4Tl | the OMol25 dataset | ωB97M-V/def2-TZVPD
O -2.764 0.809 0.119
C -1.924 -0.312 0.105
C -0.655 -0.151 -0.735
H -1.620 -0.568 1.141
H -2.478 -1.196 -0.277
H -0.879 0.054 -1.795
H -0.161 -1.137 -0.781
O 0.916 0.398 1.180
C 0.553 0.883 -0.113
C 1.839 -0.656 1.028
O 0.160 2.110 -0.083
O 1.740 0.688 -0.880
C 2.455 -0.415 -0.368
H 1.328 -1.630 1.083
H 2.581 -0.596 1.835
H 2.335 -1.294 -1.021
H 3.521 -0.154 -0.320
Tl -5.271 0.916 -0.010
Li -1.677 2.251 -0.106
```

The HOMO energy comes out at -7.40 eV. For the gap between HOMO and LUMO, the calculation gives 5.939 eV.

Atomic partial charges in e from the natural (NBO) method, atoms 1 to 8:
1 O -1.12
2 C -0.06
3 C -0.54
4 H 0.16
5 H 0.13
6 H 0.20
7 H 0.19
8 O -0.56

Model b:
Entry from the OMol25 dataset: a molecular structure, C5H8LiO4Tl (ωB97M-V/def2-TZVPD).

XYZ file:
```
19
C5H8LiO4Tl | the OMol25 dataset | ωB97M-V/def2-TZVPD
C -0.248 0.763 2.955
C 0.857 0.318 1.999
O 0.883 -1.032 1.794
Tl 1.458 -2.498 0.103
H -0.246 1.854 3.098
H -1.233 0.468 2.561
H -0.117 0.282 3.936
H 1.830 0.705 2.384
H 0.721 0.884 1.007
O -0.147 1.531 -2.404
C 0.802 -1.697 -2.271
C -0.781 1.042 -1.478
O 1.477 -1.616 -3.292
O -0.470 -1.053 -2.524
C -1.088 -0.423 -1.434
Li 0.524 0.176 -3.756
H -1.309 1.688 -0.749
H -2.180 -0.561 -1.469
H -0.733 -0.831 -0.462
```

The HOMO energy comes out at -7.49 eV. For the gap between HOMO and LUMO, the calculation gives 7.015 eV.

Atomic partial charges in e from the natural (NBO) method, atoms 1 to 8:
1 C -0.63
2 C -0.01
3 O -0.98
4 Tl 0.69
5 H 0.19
6 H 0.19
7 H 0.21
8 H 0.13

Preferred: model a; penalty for the next structure: 19.4 kcal/mol.

Model a:
Entry from the OMol25 dataset: C20H30N2O5 in the gas phase (ωB97M-V/def2-TZVPD).

XYZ file:
```
57
C20H30N2O5 | the OMol25 dataset | ωB97M-V/def2-TZVPD
C -3.117 2.080 -0.713
O -2.464 2.730 -1.775
C -1.275 2.212 -2.224
C -0.744 1.027 -1.731
C 0.461 0.526 -2.199
C 0.954 -0.730 -1.587
O 0.205 -1.593 -1.160
N 2.309 -0.867 -1.552
C 2.904 -1.889 -0.723
C 3.292 -1.332 0.658
C 2.129 -0.504 1.199
O 2.080 0.702 1.052
N 1.177 -1.219 1.820
C -0.075 -0.635 2.261
C -0.135 -0.557 3.791
C -0.269 -1.939 4.423
C -1.507 -2.663 3.894
C -1.660 -4.034 4.546
C -1.411 -2.789 2.373
C -1.262 -1.424 1.705
C 1.149 1.199 -3.203
C 0.628 2.372 -3.719
O 1.208 3.108 -4.709
C 2.418 2.654 -5.258
C -0.583 2.908 -3.226
O -0.952 4.066 -3.837
C -1.964 4.884 -3.297
H -3.996 2.688 -0.500
H -3.436 1.070 -0.991
H -2.485 2.030 0.179
H -1.252 0.464 -0.967
H 2.857 -0.030 -1.682
H 2.151 -2.675 -0.620
H 3.784 -2.299 -1.227
H 4.153 -0.670 0.558
H 3.546 -2.149 1.334
H 1.232 -2.224 1.818
H -0.078 0.382 1.853
H 0.765 -0.060 4.158
H -0.995 0.053 4.071
H 0.621 -2.534 4.206
H -0.337 -1.836 5.509
H -2.390 -2.061 4.137
H -1.747 -3.938 5.626
H -0.796 -4.659 4.328
H -2.548 -4.539 4.173
H -0.561 -3.427 2.119
H -2.306 -3.279 1.986
H -1.125 -1.558 0.630
H -2.171 -0.842 1.870
H 2.064 0.787 -3.596
H 2.685 3.384 -6.020
H 3.214 2.612 -4.506
H 2.308 1.669 -5.726
H -1.768 5.134 -2.252
H -1.940 5.793 -3.898
H -2.949 4.420 -3.377
```

The HOMO energy comes out at -7.93 eV. As for the SMILES: COc1cc(C(=O)NCCC(=O)N[C@H]2CC[C@@H](C)CC2)cc(OC)c1OC. For the gap between HOMO and LUMO, the calculation gives 8.659 eV.

Atomic partial charges in e from the natural (NBO) method, atoms 1 to 8:
1 C -0.25
2 O -0.51
3 C 0.22
4 C -0.22
5 C -0.14
6 C 0.68
7 O -0.65
8 N -0.62

Model b:
Entry from the OMol25 dataset: C20H30N2O5 in the gas phase (ωB97M-V/def2-TZVPD).

XYZ file:
```
57
C20H30N2O5 | the OMol25 dataset | ωB97M-V/def2-TZVPD
C -2.945 -1.182 -2.832
C -1.499 -0.981 -3.258
O -0.604 -1.444 -2.245
C -0.021 -2.629 -2.421
O -0.203 -3.348 -3.369
C 0.922 -2.935 -1.278
C 2.153 -2.029 -1.363
C 3.124 -2.322 -0.216
N 4.115 -1.282 -0.057
C 4.137 -0.482 1.026
O 3.386 -0.625 1.972
C 5.162 0.644 0.980
C 4.627 1.779 0.089
N 3.194 1.904 0.218
C 2.371 1.565 -0.807
O 2.783 1.395 -1.941
C 0.936 1.421 -0.446
C 0.540 0.734 0.695
C -0.799 0.516 0.960
C -1.774 0.997 0.091
O -3.116 0.825 0.207
C -3.703 0.242 1.354
C -4.162 1.291 2.378
C -5.038 0.621 3.434
C -2.983 2.005 3.034
C -1.373 1.697 -1.052
C -0.039 1.888 -1.325
H -3.607 -0.799 -3.604
H -3.148 -2.240 -2.689
H -3.141 -0.653 -1.904
H -1.272 0.080 -3.387
H -1.290 -1.525 -4.185
H 1.213 -3.984 -1.339
H 0.404 -2.750 -0.336
H 2.655 -2.178 -2.321
H 1.829 -0.990 -1.311
H 3.628 -3.280 -0.382
H 2.582 -2.369 0.732
H 4.675 -1.048 -0.862
H 6.121 0.287 0.604
H 5.293 1.003 2.001
H 4.812 1.572 -0.969
H 5.112 2.724 0.352
H 2.817 1.955 1.152
H 1.276 0.322 1.372
H -1.062 -0.036 1.848
H -3.040 -0.491 1.823
H -4.582 -0.291 0.974
H -4.760 2.032 1.835
H -5.903 0.147 2.977
H -4.472 -0.138 3.970
H -5.389 1.357 4.152
H -2.376 1.303 3.602
H -2.355 2.485 2.287
H -3.346 2.771 3.716
H -2.138 2.066 -1.716
H 0.272 2.405 -2.220
```

The HOMO energy comes out at -8.60 eV. As for the SMILES: CCOC(=O)CCCNC(=O)CCNC(=O)c1ccc(OCC(C)C)cc1. For the gap between HOMO and LUMO, the calculation gives 9.377 eV.

Atomic partial charges in e from the natural (NBO) method, atoms 1 to 8:
1 C -0.63
2 C -0.08
3 O -0.51
4 C 0.81
5 O -0.61
6 C -0.50
7 C -0.40
8 C -0.23

Preferred: model b; penalty for the next structure: 32.2 kcal/mol.